This record from OMol25 describes the ion C4H6N3 with charge +1 in a non-equilibrium geometry. The level of theory is ωB97M-V/def2-TZVPD.

XYZ file:
```
13
Properties=species:S:1:pos:R:3:forces:R:3:mulliken_charge:R:1
C -0.421 0.773 0.083 -2.18 -1.57 -0.45 0.677
H -3.580 -0.103 0.468 1.89 0.23 -1.81 0.281
H 0.636 2.628 0.568 0.01 -1.58 -1.00 0.332
N 1.916 1.071 -0.065 -2.80 3.68 0.70 -0.297
N 0.756 -0.909 -0.439 -0.35 3.01 -0.73 -0.357
C 1.945 -0.282 -0.245 3.47 -2.27 -3.38 -0.195
H -2.591 -0.535 -1.249 -1.00 -0.37 -0.21 0.326
C 0.729 1.562 0.152 2.40 2.19 1.13 -0.440
H 2.673 -0.544 0.497 0.28 -1.36 0.85 0.389
C -2.677 -0.063 -0.281 -3.37 -1.57 0.74 -0.247
N -1.555 0.400 0.050 3.09 2.89 1.38 -0.022
H 2.624 -0.458 -1.239 -1.21 0.08 1.64 0.303
H 0.466 -1.717 -0.029 -0.22 -3.34 1.14 0.249
```
Positions in Å, forces in eV/Å.

E_HOMO (spin up / spin down) ... -13.098 / -15.098 eV
Kohn-Sham gap (spin up / spin down) ... 7.853 / 7.681 eV
Spin multiplicity ... 3
Total energy ... -8701.693 eV
Energy above the lowest of the compared OMol25 structures with the same formula, charge and spin ... 45.5 kcal/mol
Net charge ... +1
LUMO level (spin up / spin down) ... -5.25 / -7.42 eV

This record from OMol25 describes an isolated molecule of C5H10O2. The level of theory is ωB97M-V/def2-TZVPD.

XYZ file:
```
17
Properties=species:S:1:pos:R:3:forces:R:3:mulliken_charge:R:1
C -1.021 1.426 1.775 -0.08 0.15 0.14 -0.759
H -0.114 1.801 -0.621 -0.03 -0.06 0.07 0.403
H -2.090 1.481 1.518 0.17 -0.05 0.01 0.316
H -0.917 1.088 2.809 -0.03 0.10 -0.14 0.247
O -0.284 -2.113 0.258 -0.04 0.12 0.13 -0.579
H 2.383 -1.015 -1.546 -0.01 0.02 0.23 0.264
C -0.453 0.774 -0.417 0.11 0.06 -0.18 -0.605
H 0.479 0.126 -2.260 -0.50 -0.24 -0.10 0.402
H -1.518 0.714 -0.715 0.29 -0.05 0.06 0.337
C 1.643 -0.878 -0.762 0.25 0.08 0.11 -0.642
O -0.334 0.501 0.967 0.12 -0.05 0.00 -0.352
H -0.582 2.430 1.673 -0.07 -0.12 0.03 0.275
C 0.379 -1.672 -0.885 0.10 -0.01 -0.34 -0.119
H 2.046 -0.667 0.220 -0.13 -0.09 0.05 0.206
H 0.306 -2.429 -1.663 0.04 0.25 0.05 0.360
H -0.300 -1.368 0.882 -0.10 -0.18 -0.07 0.418
C 0.376 -0.200 -1.230 -0.08 0.06 -0.04 -0.172
```
Positions in Å, forces in eV/Å.

E_HOMO ... -9.051 eV
Kohn-Sham gap ... 9.986 eV
Total energy ... -9440.417 eV
Energy above the lowest of the compared OMol25 structures with the same formula, charge and spin ... 60.6 kcal/mol
LUMO level ... 0.94 eV
SMILES ... COC[C@H]1C[C@H]1O

This record from OMol25 describes a structure of composition C15H30As3F18O15Tl in a non-equilibrium geometry. The level of theory is ωB97M-V/def2-TZVPD.

XYZ file:
```
82
Properties=species:S:1:pos:R:3:forces:R:3:mulliken_charge:R:1
H 2.936 1.569 5.455 -0.15 -0.18 -0.49 0.298
O 2.385 1.353 -2.446 -1.71 0.74 1.02 -0.370
C -2.560 -3.546 5.686 -0.76 0.38 -0.06 -0.551
C 3.307 0.974 -3.077 1.71 -0.51 -1.62 0.835
O 3.642 1.405 -4.304 0.99 -1.30 0.56 -0.349
C 5.365 3.297 1.376 -0.66 0.33 0.31 -0.582
H -0.634 -5.901 -0.761 0.13 0.28 -0.25 0.269
F -6.792 -0.196 1.530 0.95 -0.70 0.07 -0.454
H 6.205 -0.409 -2.550 -0.25 0.94 0.26 0.257
F -5.417 -3.433 1.836 -0.19 1.27 0.11 -0.469
H 0.074 -3.697 -5.803 -0.01 0.58 0.53 0.228
As 1.283 6.929 -1.177 -0.11 0.90 -0.19 2.027
C 2.767 2.114 -5.171 0.03 1.09 0.03 -0.595
C 4.323 2.429 3.328 0.14 -0.93 0.07 0.837
O -2.856 1.626 -3.315 -0.12 -0.99 -1.66 -0.441
O 4.104 0.013 -2.576 -1.00 1.14 1.38 -0.280
H -2.398 4.104 -5.644 0.32 -0.55 0.34 0.272
O 4.735 2.121 4.575 -0.26 0.54 -0.49 -0.256
H -4.847 -1.173 -6.081 0.28 0.10 0.66 0.238
H -3.064 0.610 8.856 0.05 0.19 -0.25 0.264
O -0.367 -3.005 -3.807 0.22 1.42 0.36 -0.287
H -3.538 3.989 -4.256 0.27 -0.39 0.04 0.315
H -4.073 4.200 -5.897 -0.40 -0.72 -0.16 0.264
H -1.328 -4.289 -0.226 0.75 0.14 -0.09 0.338
F 2.694 -3.211 4.212 0.04 0.17 -1.11 -0.466
H 4.261 1.427 6.491 0.79 0.22 -0.36 0.245
C -2.173 -1.183 6.186 0.56 -0.04 1.04 0.807
C -4.299 -0.231 -6.100 0.33 1.21 0.17 -0.587
F 4.022 -4.833 2.942 -0.39 1.46 -0.87 -0.465
F -0.018 7.974 -0.534 1.06 -0.72 -0.32 -0.470
O -0.961 -4.513 -2.277 1.52 1.26 -1.48 -0.314
F -4.340 -1.178 1.699 -1.84 -0.22 0.07 -0.526
F 2.318 7.389 0.231 -0.85 -0.46 -1.49 -0.482
Tl -0.931 1.516 1.111 0.01 -0.13 -0.08 1.000
H 2.727 3.156 -4.853 -0.61 -0.08 0.40 0.295
F 3.147 -3.769 0.694 0.24 0.50 2.28 -0.495
H -1.581 -3.836 5.304 -0.15 0.09 0.09 0.296
O -1.667 -0.957 5.080 -1.23 0.20 2.22 -0.413
H 4.115 0.240 5.159 -0.11 0.03 -0.07 0.303
C -3.336 3.683 -5.283 0.03 -0.04 0.24 -0.636
F 1.613 -4.687 2.491 1.13 1.59 -0.20 -0.481
H -4.172 -0.557 8.254 0.25 -0.62 -0.34 0.318
C -0.482 -3.982 -4.910 -0.39 -0.63 2.28 -0.579
H -3.511 -0.282 -6.851 0.08 0.01 0.18 0.290
O -3.425 2.232 -5.486 0.38 -0.83 1.28 -0.329
O -2.471 -2.426 6.609 0.05 1.44 0.11 -0.288
H 4.948 2.444 0.840 0.02 0.31 -0.37 0.290
As 2.989 -3.459 2.488 -0.68 -0.46 -0.18 2.043
H -2.284 -5.294 -1.159 -0.27 -0.85 0.37 0.303
H 6.389 3.561 1.108 -0.24 -0.11 -0.03 0.216
F 2.623 5.883 -1.824 -1.56 0.93 0.63 -0.500
C 5.288 -0.482 -3.134 -0.41 -0.62 -1.22 -0.569
F -5.971 -1.952 -0.135 0.03 0.38 2.11 -0.499
C 3.988 1.283 5.446 -1.10 -0.26 0.29 -0.597
C -3.232 1.297 -4.422 -1.98 1.51 -1.26 0.735
O 3.249 2.210 2.786 1.13 0.32 0.97 -0.454
H 5.308 -0.067 -4.142 0.85 -0.51 -0.01 0.334
F 0.640 5.590 -0.234 0.44 0.20 -0.33 -0.495
F 4.329 -2.219 2.573 -1.48 -1.72 -0.45 -0.497
C -1.236 -5.030 -1.020 -1.84 0.16 1.22 -0.629
As -6.067 -1.781 1.697 0.34 -0.79 0.05 2.046
F 0.123 6.481 -2.482 1.33 0.09 0.83 -0.488
O -2.329 -0.206 7.193 0.32 -1.58 -2.73 -0.287
H -1.552 -4.083 -5.093 0.17 -0.20 -0.27 0.294
F 1.841 -2.111 2.071 1.00 -1.32 0.45 -0.490
O 5.387 2.974 2.750 0.33 -0.51 1.23 -0.267
C -3.106 -0.378 8.397 0.41 0.70 0.45 -0.631
O -0.682 -2.338 -1.650 0.30 -0.94 -1.41 -0.418
H 4.716 4.172 1.398 -0.04 0.16 -1.17 0.350
H -3.049 -4.317 6.282 0.43 -0.06 0.01 0.219
H -4.982 0.574 -6.373 0.03 -0.10 0.03 0.304
F -6.152 -1.604 3.546 0.44 -0.23 -2.40 -0.512
H 5.074 -1.550 -3.083 0.26 -0.35 -0.68 0.252
F -7.661 -2.487 1.688 0.57 0.35 0.02 -0.459
C -0.659 -3.209 -2.512 -0.37 -0.72 -0.36 0.856
H -0.066 -4.876 -4.446 -0.19 -0.36 -0.74 0.313
H 1.795 1.626 -5.252 0.11 0.17 0.05 0.282
H 3.282 2.211 -6.127 -0.04 -0.68 -0.02 0.253
H -2.592 -1.000 9.129 -0.30 -0.62 -0.44 0.296
H -3.277 -3.273 4.912 0.35 -0.01 -0.29 0.307
F 1.873 8.283 -2.164 -0.33 -1.25 0.91 -0.480
O -3.725 0.071 -4.772 0.87 0.79 0.24 -0.252
```
Positions in Å, forces in eV/Å.

E_HOMO ... -11.512 eV
Kohn-Sham gap ... 1.576 eV
Total energy ... -282870.748 eV
Energy above the lowest of the compared OMol25 structures with the same formula, charge and spin ... 286.4 kcal/mol
LUMO level ... -9.94 eV

This record from OMol25 describes a structure of composition C20H18IrN7. The level of theory is ωB97M-V/def2-TZVPD.

XYZ file:
```
46
Properties=species:S:1:pos:R:3:forces:R:3:mulliken_charge:R:1
N -0.778 -0.027 1.164 -0.02 0.01 -0.25 0.649
H -2.182 -0.501 -2.994 0.01 -0.02 -0.01 0.528
H 1.153 2.719 5.179 0.00 0.00 0.00 0.431
N 1.008 0.036 -0.766 0.15 -0.08 0.12 -0.554
H 0.201 2.405 1.038 -0.01 -0.03 0.01 0.236
Ir -0.849 0.873 -0.614 0.41 -0.28 0.18 0.648
C 4.392 0.091 -0.456 0.00 0.00 0.00 -1.552
N -4.344 5.717 -0.914 0.00 0.04 0.01 -0.242
C -2.228 -1.218 -2.186 -0.04 -0.07 -0.09 -0.110
C 0.760 2.138 4.355 0.00 0.00 -0.01 -0.456
H 2.967 -2.128 -2.748 0.00 0.00 0.00 0.390
H 4.346 0.977 -1.088 0.00 0.00 0.00 0.415
C 0.286 0.849 4.586 0.00 0.00 -0.01 -0.684
C -0.253 0.663 2.274 0.00 -0.04 0.03 1.258
C -3.166 2.591 -1.572 0.47 -0.33 0.18 0.665
C 0.222 1.952 2.034 0.03 0.07 -0.01 -0.426
C -5.351 2.671 -2.490 0.02 0.17 0.01 -0.023
C 2.056 -0.426 -0.841 0.01 0.06 -0.02 -0.006
H -0.611 -0.901 3.711 0.00 0.00 0.00 0.490
C -4.332 4.646 -1.325 0.00 -0.09 -0.05 -0.056
H 1.093 3.699 2.911 0.00 0.00 0.00 0.424
C -2.838 -3.332 -1.239 0.02 0.01 0.04 -0.304
H 0.312 0.434 5.584 0.00 0.00 0.00 0.415
H -2.326 -3.549 0.862 0.00 0.00 0.00 0.544
C 3.463 -2.229 -0.020 0.00 0.00 0.00 -1.556
C -1.759 -1.664 0.065 0.01 -0.02 0.07 0.381
C -2.311 -2.923 -0.019 -0.05 -0.04 -0.07 -0.448
N -1.724 -0.834 -1.012 -0.04 0.13 0.15 -0.240
C 3.409 -0.993 -0.932 -0.01 0.00 -0.02 1.896
H 4.468 -2.646 -0.079 0.00 0.00 0.00 0.423
H 2.759 -2.996 -0.344 0.00 0.00 0.00 0.393
C -0.229 0.097 3.548 -0.01 -0.01 0.01 -0.262
C 0.730 2.695 3.080 -0.01 -0.01 0.01 -1.042
N -1.239 -1.182 1.267 -0.04 0.03 -0.02 -0.641
N -6.208 2.165 -3.063 -0.01 -0.10 0.01 -0.245
C -4.266 3.296 -1.796 -0.14 0.10 -0.04 0.355
N -2.169 1.952 -1.369 -0.78 0.44 -0.26 -0.369
H 5.398 -0.320 -0.519 0.00 0.00 0.00 0.409
H 4.203 0.375 0.579 0.00 0.00 0.00 0.392
H -3.203 -2.762 -3.287 0.00 0.01 -0.01 0.438
H 3.264 -1.969 1.019 0.00 0.00 0.00 0.384
H -3.286 -4.312 -1.334 0.01 0.00 0.00 0.458
H 3.612 -0.500 -3.053 0.00 0.00 0.00 0.406
C -2.794 -2.476 -2.328 0.02 0.05 0.03 -0.684
C 3.668 -1.370 -2.400 0.00 0.00 0.00 -1.532
H 4.675 -1.782 -2.467 0.00 0.00 0.00 0.403
```
Positions in Å, forces in eV/Å.

E_HOMO (spin up / spin down) ... -15.152 / -15.153 eV
Kohn-Sham gap (spin up / spin down) ... 6.542 / 6.543 eV
Total energy ... -34282.263 eV
Energy above the lowest of the compared OMol25 structures with the same formula, charge and spin ... 10.5 kcal/mol
Net charge ... +2
LUMO level (spin up / spin down) ... -8.61 / -8.61 eV

This record from OMol25 describes the ion C5H7N2 with charge +1 in a non-equilibrium geometry. The level of theory is ωB97M-V/def2-TZVPD.

XYZ file:
```
14
Properties=species:S:1:pos:R:3:forces:R:3:mulliken_charge:R:1
C -0.903 0.865 -1.158 7.44 0.44 1.03 -0.220
C 1.785 -0.115 0.432 -5.32 2.21 -2.99 -0.320
H -2.300 -0.937 1.081 1.05 0.77 0.66 0.300
C 0.773 0.731 -0.684 -0.71 -0.89 1.16 -0.851
C 1.093 -0.870 1.299 -3.64 -2.22 1.44 -0.036
H 2.795 -0.064 0.231 1.96 -0.12 -0.24 0.477
N -0.293 -0.951 1.298 6.26 -0.74 0.93 -0.192
H -2.649 0.074 -0.500 -0.01 0.15 -1.00 0.303
H 0.991 1.699 -0.319 0.49 1.53 -0.58 0.402
H -0.840 1.310 -2.121 -1.23 0.17 -0.62 0.423
H 1.414 -1.730 1.893 0.89 0.52 -0.08 0.405
N -1.632 0.050 -0.512 -2.49 -2.33 3.65 -0.131
H 1.072 0.471 -1.670 1.42 0.30 -0.64 0.422
C -1.307 -0.534 0.731 -6.11 0.22 -2.72 0.017
```
Positions in Å, forces in eV/Å.

E_HOMO (spin up / spin down) ... -11.935 / -14.842 eV
Kohn-Sham gap (spin up / spin down) ... 7.712 / 6.985 eV
Spin multiplicity ... 3
Total energy ... -8264.613 eV
Energy above the lowest of the compared OMol25 structures with the same formula, charge and spin ... 88.2 kcal/mol
Net charge ... +1
LUMO level (spin up / spin down) ... -4.22 / -7.86 eV

This record from OMol25 describes a cluster of 3 separate species, C2H11N2O3Si in total in a non-equilibrium geometry. The level of theory is ωB97M-V/def2-TZVPD.

XYZ file:
```
19
Properties=species:S:1:pos:R:3:forces:R:3:mulliken_charge:R:1
C -0.888 -1.325 -0.376 -0.63 -2.30 -1.12 0.387
C -1.891 -0.201 -0.483 -1.31 0.01 -1.38 -0.814
N 1.527 1.156 -0.805 -1.99 1.73 0.07 -0.844
O 0.038 -0.485 4.563 -2.57 2.23 -1.87 -0.518
H 0.591 0.014 -0.952 0.48 -1.60 0.11 0.212
N 0.280 -1.066 -0.834 -0.01 0.33 0.36 -0.255
O -1.921 0.355 2.912 -0.34 0.59 0.22 -0.505
H 0.963 1.633 -0.006 2.18 -0.69 -1.93 0.311
H 1.099 -1.674 -0.712 -0.89 -0.17 -0.13 0.289
H -1.200 -2.473 -0.177 0.77 3.04 0.02 0.305
H 0.595 -1.092 4.976 1.54 -1.61 0.66 0.355
H -2.882 -0.538 -1.060 2.21 0.62 1.45 0.308
H -2.150 0.188 0.515 -0.14 -0.32 -0.41 0.180
H 2.516 0.982 -0.691 -0.07 0.27 0.67 0.255
Si -0.552 -0.444 3.041 0.97 -0.76 2.56 0.753
H -1.429 0.650 -1.084 -0.64 -1.09 0.76 0.304
H -2.345 0.836 3.639 0.20 -0.22 -0.15 0.383
O 0.108 -1.181 1.910 0.12 -0.17 -1.00 -0.413
H 1.390 1.618 -1.722 0.13 0.10 1.10 0.308
```
Positions in Å, forces in eV/Å.

E_HOMO ... -14.302 eV
Kohn-Sham gap ... 10.921 eV
Total energy ... -19248.634 eV
Energy above the lowest of the compared OMol25 structures with the same formula, charge and spin ... 58.0 kcal/mol
Net charge ... +1
LUMO level ... -3.38 eV

> Among the records above, which one has the lowest total energy?

C15H30As3F18O15Tl

What did the second record say?
This record from OMol25 describes an isolated molecule of C5H10O2. The level of theory is ωB97M-V/def2-TZVPD.

XYZ file:
```
17
Properties=species:S:1:pos:R:3:forces:R:3:mulliken_charge:R:1
C -1.021 1.426 1.775 -0.08 0.15 0.14 -0.759
H -0.114 1.801 -0.621 -0.03 -0.06 0.07 0.403
H -2.090 1.481 1.518 0.17 -0.05 0.01 0.316
H -0.917 1.088 2.809 -0.03 0.10 -0.14 0.247
O -0.284 -2.113 0.258 -0.04 0.12 0.13 -0.579
H 2.383 -1.015 -1.546 -0.01 0.02 0.23 0.264
C -0.453 0.774 -0.417 0.11 0.06 -0.18 -0.605
H 0.479 0.126 -2.260 -0.50 -0.24 -0.10 0.402
H -1.518 0.714 -0.715 0.29 -0.05 0.06 0.337
C 1.643 -0.878 -0.762 0.25 0.08 0.11 -0.642
O -0.334 0.501 0.967 0.12 -0.05 0.00 -0.352
H -0.582 2.430 1.673 -0.07 -0.12 0.03 0.275
C 0.379 -1.672 -0.885 0.10 -0.01 -0.34 -0.119
H 2.046 -0.667 0.220 -0.13 -0.09 0.05 0.206
H 0.306 -2.429 -1.663 0.04 0.25 0.05 0.360
H -0.300 -1.368 0.882 -0.10 -0.18 -0.07 0.418
C 0.376 -0.200 -1.230 -0.08 0.06 -0.04 -0.172
```
Positions in Å, forces in eV/Å.

E_HOMO ... -9.051 eV
Kohn-Sham gap ... 9.986 eV
Total energy ... -9440.417 eV
Energy above the lowest of the compared OMol25 structures with the same formula, charge and spin ... 60.6 kcal/mol
LUMO level ... 0.94 eV
SMILES ... COC[C@H]1C[C@H]1O